This record from the OMol25 dataset describes a cluster of 14 separate species, C60H147N6O17P3 in total. The level of theory is ωB97M-V/def2-TZVPD.

Geometry as ORCA input:
```
! wB97M-V def2-TZVPD RIJCOSX def2/J DEFGRID3
* xyz 0 1
C 20.1950 -21.9893 -2.1675
C 19.1556 -21.6802 -3.2905
N 18.0370 -20.7919 -2.9944
C 16.9473 -21.4196 -2.2281
C 16.5127 -22.7992 -2.7731
C 18.4947 -19.4836 -2.4591
C 19.5538 -18.8404 -3.4074
H 20.8013 -22.7295 -2.6353
H 19.7105 -22.4384 -1.2589
H 20.8311 -21.2366 -1.7192
H 19.7208 -21.2236 -4.0903
H 18.8482 -22.6773 -3.6279
H 17.2623 -21.5723 -1.2285
H 15.9876 -20.7773 -2.2619
H 16.3897 -22.7402 -3.8953
H 17.2561 -23.5589 -2.5632
H 15.5274 -22.9712 -2.2356
H 18.9252 -19.5671 -1.4581
H 17.6156 -18.7550 -2.4603
H 20.5442 -19.2260 -3.2141
H 19.6852 -17.7362 -3.1633
H 19.3948 -19.0404 -4.4845
C 23.4575 -18.8044 -5.3245
C 23.4607 -20.2938 -5.1536
N 23.0607 -21.0431 -6.3487
C 21.6694 -20.8173 -6.7933
C 21.4182 -21.4577 -8.1639
C 23.5136 -22.4230 -6.3449
C 22.8022 -23.2204 -5.2801
H 22.5406 -18.3473 -5.0592
H 23.7333 -18.6613 -6.3673
H 24.2967 -18.3582 -4.7702
H 24.4802 -20.6353 -4.8702
H 22.8534 -20.6642 -4.3066
H 20.8877 -21.1817 -6.0906
H 21.5956 -19.7363 -6.8638
H 21.3005 -22.5394 -8.0929
H 20.5492 -21.0670 -8.7092
H 22.2502 -21.1796 -8.8162
H 24.5506 -22.3936 -6.2088
H 23.3651 -22.8395 -7.3461
H 23.0739 -24.3173 -5.3687
H 21.7220 -23.1261 -5.2881
H 23.0963 -23.0851 -4.2378
C 21.9121 -25.5941 -9.6666
C 21.9412 -26.3295 -10.9608
N 20.9092 -27.2893 -11.1631
C 20.7651 -27.6466 -12.5921
C 20.3090 -26.4727 -13.4798
C 21.1306 -28.5436 -10.3197
C 19.8517 -29.2610 -9.9951
H 22.7482 -24.8528 -9.6762
H 22.0391 -26.2734 -8.7801
H 20.9575 -25.0278 -9.4908
H 21.8265 -25.5223 -11.6690
H 22.9742 -26.7545 -11.1290
H 21.7380 -27.9245 -12.9747
H 20.0578 -28.4915 -12.6492
H 21.0440 -25.6691 -13.5022
H 20.1043 -26.7990 -14.5083
H 19.4421 -25.9965 -13.0586
H 21.6781 -28.2785 -9.4242
H 21.8741 -29.1651 -10.8352
H 20.0421 -30.0889 -9.3313
H 19.2479 -29.6423 -10.7899
H 19.1638 -28.7083 -9.3135
C 12.5315 -23.3060 -4.1047
C 11.0087 -23.2109 -3.6998
N 10.1748 -24.0615 -4.6244
C 10.6114 -25.4804 -4.5032
C 9.9060 -26.3666 -5.5645
C 8.7078 -23.9251 -4.4570
C 8.1923 -24.3390 -3.0462
H 12.9054 -24.3180 -3.8155
H 13.2409 -22.6721 -3.5337
H 12.5822 -23.0762 -5.1911
H 11.0094 -23.5598 -2.6318
H 10.6611 -22.2111 -3.7874
H 10.2968 -25.8116 -3.4891
H 11.6804 -25.4807 -4.6784
H 10.2341 -27.4292 -5.5095
H 10.0452 -26.0298 -6.6187
H 8.8118 -26.3761 -5.3780
H 8.4171 -22.8632 -4.5423
H 8.1470 -24.4624 -5.1966
H 8.8819 -24.0954 -2.2510
H 7.2616 -23.7815 -2.8923
H 8.0139 -25.4095 -2.9791
C 16.1652 -31.7602 -9.0390
C 16.1749 -30.6698 -10.1073
N 15.0826 -30.7831 -11.0460
C 13.7318 -30.6639 -10.4844
C 13.4312 -29.4456 -9.7119
C 15.2598 -31.7277 -12.1603
C 16.3793 -31.2551 -13.2221
H 15.9337 -32.7891 -9.4404
H 15.3551 -31.5512 -8.3284
H 17.0762 -31.6582 -8.4180
H 16.1689 -29.7124 -9.5832
H 17.0767 -30.7888 -10.6842
H 13.0212 -30.6232 -11.3291
H 13.4789 -31.5988 -9.9955
H 12.3559 -29.2636 -9.5506
H 13.8245 -29.5008 -8.7003
H 13.8036 -28.5600 -10.2745
H 14.3243 -31.9653 -12.6056
H 15.7765 -32.6480 -11.8064
H 16.6033 -30.2123 -13.2766
H 15.9592 -31.4138 -14.2620
H 17.2753 -31.8463 -13.2083
C 16.9283 -19.6231 -14.2501
C 16.5713 -20.3932 -12.9778
N 15.6877 -19.6817 -12.0615
C 15.5295 -20.3507 -10.7518
C 16.7834 -20.2727 -9.9218
C 14.3874 -19.5257 -12.6654
C 13.4396 -20.7701 -12.8728
H 16.1460 -19.6077 -15.0163
H 17.7941 -20.0923 -14.6863
H 17.0620 -18.5325 -14.0773
H 16.1940 -21.3752 -13.3347
H 17.5309 -20.5573 -12.4603
H 14.7557 -19.8138 -10.1753
H 15.3643 -21.3939 -10.9982
H 17.1499 -19.2487 -9.9003
H 16.7360 -20.6513 -8.8913
H 17.6481 -20.8918 -10.3136
H 14.4856 -18.9648 -13.6471
H 13.8718 -18.8931 -11.9192
H 13.1936 -21.1250 -11.8908
H 13.7183 -21.6189 -13.4634
H 12.5707 -20.3241 -13.2931
C 11.1376 -21.7378 -7.8702
C 10.4034 -20.4631 -7.6849
O 10.1092 -19.7665 -8.6235
C 9.9916 -20.0523 -6.2865
H 12.1866 -21.6205 -7.5829
H 11.2252 -22.0235 -8.9047
H 10.7216 -22.5991 -7.3661
H 10.8492 -19.5517 -5.7672
H 9.6986 -20.9216 -5.7351
H 9.1547 -19.3417 -6.3202
C 16.1973 -27.3748 -11.9044
C 15.1807 -26.1723 -11.8265
O 14.3667 -26.0504 -10.9658
C 15.2847 -25.2621 -13.0052
H 16.6752 -27.4530 -12.8676
H 15.6539 -28.2904 -11.6012
H 16.9665 -27.0736 -11.2019
H 16.3231 -24.8826 -13.0906
H 14.6519 -24.3876 -12.9811
H 15.1401 -25.7427 -13.9662
C 19.7898 -23.2531 -11.9673
C 20.9989 -22.4122 -12.2400
O 22.1224 -22.8620 -12.1934
C 20.7174 -20.9932 -12.6427
H 18.9819 -23.0911 -12.7104
H 19.3060 -22.8584 -11.0677
H 20.0032 -24.3262 -11.8340
H 19.9131 -20.8982 -13.4546
H 21.5588 -20.3714 -12.9037
H 20.3704 -20.6056 -11.6698
C 18.7327 -27.0259 -5.2045
C 18.7633 -26.0796 -4.0745
O 18.6422 -24.8761 -4.1566
C 18.9759 -26.7598 -2.7288
H 19.5661 -27.7114 -5.1309
H 18.6596 -26.6205 -6.2194
H 17.7802 -27.5823 -5.1669
H 18.4992 -27.7297 -2.8024
H 18.7004 -26.1933 -1.8191
H 20.0382 -26.9628 -2.5957
C 11.4762 -23.7807 -11.1933
C 11.2581 -24.9830 -10.3955
O 11.3267 -25.0261 -9.1940
C 10.9329 -26.2495 -11.1534
H 10.6185 -23.6413 -11.8843
H 12.3259 -23.9624 -11.8422
H 11.6547 -22.8412 -10.6507
H 10.3167 -26.0686 -12.0691
H 10.4418 -26.9986 -10.5459
H 11.8705 -26.6414 -11.5281
C 15.4168 -29.8107 -4.8397
O 15.2867 -28.3865 -4.5857
P 13.9861 -27.6833 -5.1751
O 12.7004 -28.3218 -4.8921
O 14.0783 -26.2481 -4.5426
C 15.2599 -25.3970 -4.6421
O 14.3820 -27.4888 -6.7034
C 13.5046 -26.6365 -7.5398
H 14.6494 -30.0751 -5.5788
H 15.3618 -30.2760 -3.8729
H 16.4131 -30.0260 -5.1946
H 15.9802 -25.8247 -5.3242
H 15.7460 -25.3658 -3.6635
H 14.9194 -24.4383 -5.0360
H 13.6733 -25.5770 -7.2235
H 12.4952 -26.9112 -7.3033
H 13.7814 -26.8140 -8.5837
C 15.2801 -16.8259 -8.9374
O 14.6539 -18.1436 -8.5537
P 14.4927 -18.7769 -7.1455
O 14.3004 -20.2263 -7.2455
O 15.8159 -18.2982 -6.3580
C 16.6150 -19.2485 -5.6113
O 13.3235 -17.9779 -6.4175
C 12.1879 -17.4175 -7.1786
H 15.2401 -16.8161 -9.9968
H 16.3373 -16.8652 -8.6753
H 14.7817 -16.0331 -8.4235
H 17.0551 -18.7912 -4.7393
H 17.4131 -19.5559 -6.2471
H 15.9661 -20.0093 -5.2801
H 11.3979 -17.2152 -6.4880
H 11.7789 -18.1080 -7.8801
H 12.4820 -16.5604 -7.7722
C 16.9702 -26.6974 -8.5616
O 17.5970 -25.4130 -8.1688
P 16.9284 -24.1418 -8.9149
O 16.8319 -24.2406 -10.3947
O 15.5347 -24.0277 -8.1205
C 14.4043 -23.3929 -8.8193
O 17.8959 -22.9476 -8.4119
C 18.2582 -22.7316 -7.0538
H 17.5025 -27.2856 -9.3368
H 15.9463 -26.3990 -8.8322
H 16.8478 -27.2767 -7.6578
H 13.4866 -23.9721 -8.5014
H 14.5418 -23.4792 -9.9056
H 14.3201 -22.3399 -8.4588
H 18.0227 -21.6603 -6.8110
H 19.3297 -22.8883 -6.9465
H 17.8134 -23.4520 -6.3657
*
```

Properties
Lowest unoccupied orbital energy = 0.413 eV
ΔE to the lowest compared entry with this formula, charge and spin = 0.0 kcal/mol
Maximum force = 3.546 eV Å⁻¹
Kohn-Sham gap = 8.3444 eV

Löwdin atomic charge list, values in e, 5 entries:
1. C -0.068
2. C -0.245
3. N -0.189
4. C -0.250
5. C -0.107

This record from the OMol25 dataset describes a structure of composition C60H151N10O23V. The level of theory is ωB97M-V/def2-TZVPD.

Geometry as ORCA input:
```
! wB97M-V def2-TZVPD RIJCOSX def2/J DEFGRID3
* xyz 0 1
O -0.3965 -4.9495 0.8095
V -0.5004 -3.3805 0.5237
O -1.7493 -2.8622 1.4561
O 0.1698 -1.2973 0.2575
H -0.4914 -0.8517 -0.3071
C -3.4573 -0.6912 -1.1851
O -3.9786 -2.0406 -1.1856
C -4.6740 -2.3436 0.0418
C -5.1072 -3.7850 0.2047
N -5.6860 -4.4087 -1.0003
C -6.8555 -3.6227 -1.4894
C -8.0346 -3.5072 -0.5343
O -9.0847 -2.8825 -1.2848
C -10.3463 -2.9012 -0.6486
H -3.0046 -0.4492 -2.1466
H -2.6381 -0.6979 -0.4662
H -4.2633 0.0047 -0.9517
H -5.5313 -1.6752 0.1215
H -4.1219 -2.0854 0.9455
H -5.7304 -3.8916 1.0925
H -4.2086 -4.3744 0.3871
H -4.9358 -4.3093 -1.6691
H -7.3245 -4.0280 -2.3860
H -6.3761 -2.7039 -1.8272
H -7.8094 -2.9261 0.3600
H -8.2963 -4.5310 -0.2670
H -10.3635 -2.5997 0.3988
H -10.8817 -3.8500 -0.6152
H -11.0188 -2.2889 -1.2494
C -0.1101 -5.3888 6.2797
O 0.1101 -4.2332 5.4950
C 0.8929 -4.3943 4.3445
C 0.6545 -2.9976 3.6524
N 1.0611 -2.9123 2.2643
C 2.5420 -3.0556 2.1458
C 3.3635 -1.7492 2.4470
O 3.5986 -1.5266 3.8704
C 4.5494 -0.5126 4.2209
H -0.1717 -5.2149 7.3540
H 0.7139 -6.0835 6.1168
H -1.0548 -5.8472 5.9875
H 0.6191 -5.2067 3.6713
H 1.9241 -4.6571 4.5805
H 1.1256 -2.1928 4.2168
H -0.4155 -2.8343 3.5241
H 0.8546 -2.0379 1.8029
H 2.6828 -3.1866 1.0729
H 2.7986 -3.9617 2.6948
H 2.8600 -0.8686 2.0481
H 4.3169 -1.6511 1.9279
H 4.7702 -0.6854 5.2742
H 4.0363 0.4369 4.0684
H 5.5119 -0.5057 3.7093
C -2.4196 7.4353 -1.0246
O -1.7965 7.3863 -2.3272
C -0.6421 6.4773 -2.4818
C -0.0563 6.4012 -3.9174
N -1.0054 5.6581 -4.7483
C -1.4673 4.3296 -4.3161
C -0.2979 3.2430 -4.2864
O 0.0574 2.9862 -5.6424
C 0.9089 1.8690 -5.8617
H -3.3538 7.9966 -1.0086
H -1.7900 7.9643 -0.3091
H -2.7160 6.4867 -0.5769
H -0.9360 5.4736 -2.1747
H 0.2168 6.8276 -1.9093
H 0.9397 5.9604 -3.8764
H 0.0278 7.3733 -4.4034
H -0.6344 5.4664 -5.6679
H -2.3162 4.0691 -4.9482
H -2.0015 4.3677 -3.3668
H -0.7690 2.3702 -3.8343
H 0.5128 3.6366 -3.6732
H 0.4215 1.0153 -5.3908
H 1.9090 2.0508 -5.4683
H 0.9732 1.5829 -6.9115
C 2.5402 -0.5214 -8.6015
O 1.3753 -0.9865 -7.9560
C 1.6249 -1.9064 -6.8796
C 0.2962 -2.6645 -6.5990
N -0.6249 -1.7765 -5.8684
C -2.0217 -2.0629 -6.1524
C -2.9047 -1.0387 -5.4400
O -2.9476 0.2967 -6.0249
C -3.2665 0.2693 -7.4218
H 2.3246 0.0911 -9.4770
H 3.1659 -1.3229 -8.9941
H 3.1894 0.0671 -7.9531
H 2.1208 -1.4644 -6.0154
H 2.3519 -2.6850 -7.1108
H 0.6224 -3.5194 -6.0066
H -0.1621 -2.9262 -7.5527
H -0.4330 -0.8376 -6.1874
H -2.1968 -3.0703 -5.7748
H -2.2559 -2.0544 -7.2169
H -2.7008 -0.9880 -4.3704
H -3.9417 -1.3689 -5.3790
H -2.4862 -0.1323 -8.0683
H -3.5879 1.2704 -7.7092
H -4.1561 -0.3090 -7.6714
C 5.2471 -2.4244 -0.6260
O 5.0553 -3.7363 -0.1057
C 6.0369 -4.7760 -0.4867
C 5.7378 -6.0847 0.2169
N 6.9100 -6.9198 0.4009
C 6.5252 -8.0156 1.3194
C 7.6987 -8.9158 1.7768
O 7.3162 -9.9401 2.6883
C 6.8182 -11.1384 2.1281
H 5.1093 -2.4003 -1.7070
H 6.2521 -2.0952 -0.3618
H 4.5142 -1.7165 -0.2391
H 6.9900 -4.3876 -0.1277
H 6.1687 -4.8646 -1.5651
H 5.0035 -6.5967 -0.4050
H 5.4118 -5.8241 1.2238
H 7.2126 -7.3115 -0.4795
H 5.8544 -8.6749 0.7685
H 6.1080 -7.5556 2.2151
H 8.4200 -8.2779 2.2877
H 8.2377 -9.3447 0.9320
H 6.5577 -11.9210 2.8407
H 7.5804 -11.5234 1.4506
H 5.9530 -10.8560 1.5282
C 2.1350 10.1037 4.0929
O 1.4645 8.8880 4.3581
C 2.2638 7.9889 5.1085
C 3.4046 7.3960 4.2219
N 3.0570 6.1410 3.5478
C 4.1927 5.5430 2.7752
C 3.7749 4.1190 2.2761
O 4.9291 3.4165 1.9623
C 4.6861 2.2755 1.0980
H 3.0624 10.1410 3.5214
H 2.5439 10.6134 4.9653
H 1.4003 10.7479 3.6098
H 1.5656 7.2378 5.4782
H 2.5994 8.4715 6.0264
H 4.2239 7.0602 4.8575
H 3.8020 8.1921 3.5922
H 2.3634 6.3322 2.8389
H 5.0808 5.4133 3.3938
H 4.5113 6.2659 2.0242
H 3.0274 4.2580 1.4952
H 3.2854 3.5001 3.0281
H 5.5945 1.6763 1.0347
H 4.3651 2.5511 0.0935
H 3.9272 1.6332 1.5448
C 4.2578 -0.0207 -5.1174
O 3.1836 -0.3576 -4.2119
C 3.0368 0.4485 -3.0222
C 1.8830 -0.0478 -2.1332
N 1.6775 0.6569 -0.9030
C 0.9145 1.8887 -1.0308
C -0.5907 1.5863 -1.2327
O -1.2707 2.8422 -1.3344
C -2.7128 2.7069 -1.2168
H 4.1004 0.9236 -5.6385
H 4.3860 -0.7750 -5.8938
H 5.1991 0.0302 -4.5702
H 2.9249 1.5261 -3.1427
H 3.9680 0.3314 -2.4679
H 2.1698 -1.0438 -1.7958
H 0.9404 -0.1731 -2.6661
H 1.2473 0.0386 -0.2302
H 1.3117 2.5684 -1.7846
H 0.9329 2.4563 -0.1005
H -0.9929 1.0375 -0.3812
H -0.8993 0.9141 -2.0334
H -3.1506 2.1578 -2.0504
H -3.1799 3.6856 -1.1067
H -2.9072 2.1676 -0.2898
C 0.3640 0.5870 3.3064
O -0.9561 1.1561 3.2597
C -2.0039 0.2284 3.0080
C -3.2829 1.0125 3.3611
N -3.7490 0.7562 4.7096
C -5.0381 1.4676 4.9553
C -5.2866 1.6529 6.4457
O -4.3726 2.6937 6.7329
C -3.8789 2.5571 8.0218
H 0.4451 -0.1173 4.1344
H 1.1290 1.3629 3.3358
H 0.5688 0.0127 2.4029
H -1.7887 -0.6585 3.6039
H -1.9414 -0.0453 1.9548
H -4.1475 0.7158 2.7673
H -3.0800 2.0625 3.1503
H -3.1339 1.2542 5.3371
H -5.8282 0.9039 4.4591
H -5.0944 2.4138 4.4171
H -5.0453 0.7189 6.9531
H -6.3059 1.9873 6.6391
H -3.5348 3.5625 8.2645
H -3.0488 1.8589 8.1301
H -4.6386 2.3144 8.7647
C 0.5999 7.6772 1.6192
O 0.8910 6.2874 1.7755
C -0.2434 5.5097 1.3764
C -0.1081 4.0999 1.9513
N -0.8299 3.8545 3.2049
C -0.1241 4.4532 4.3306
C -0.7146 3.9303 5.6501
O -1.8479 4.6422 6.1327
C -3.0017 4.7590 5.2577
H 0.4154 7.9277 0.5745
H 1.4933 8.1970 1.9652
H -0.2303 8.0841 2.1966
H -0.2849 5.5022 0.2872
H -1.1952 5.9096 1.7262
H 0.9059 3.7050 2.0154
H -0.5868 3.4345 1.2328
H -0.9798 2.8913 3.4691
H -0.1938 5.5408 4.3537
H 0.9615 4.3674 4.2840
H 0.0505 4.0165 6.4217
H -0.9258 2.8760 5.4713
H -3.3071 3.8026 4.8331
H -2.7326 5.4766 4.4827
H -3.8689 5.2054 5.7444
C -4.6259 -4.3391 -4.2499
O -3.8895 -4.3808 -3.0496
C -2.6775 -5.1197 -3.0903
C -1.9045 -4.9599 -1.7917
N -1.6949 -3.5878 -1.3621
C -0.9306 -2.7892 -2.3359
C 0.5173 -3.2755 -2.5155
O 1.0153 -3.7221 -1.2644
C 2.1900 -4.5311 -1.4368
H -5.3041 -3.4858 -4.2487
H -5.2659 -5.2126 -4.3743
H -3.9692 -4.1816 -5.1056
H -2.0316 -4.9020 -3.9409
H -2.9946 -6.1520 -3.2382
H -1.0252 -5.6039 -1.8079
H -2.6474 -5.4244 -1.1433
H -2.6287 -3.2032 -1.3737
H -0.8712 -1.7513 -2.0081
H -1.4607 -2.7341 -3.2867
H 1.2049 -2.5852 -3.0041
H 0.4334 -4.1232 -3.1955
H 1.8001 -5.4102 -1.9500
H 2.6496 -4.8038 -0.4868
H 2.9807 -4.1346 -2.0738
*
```

Properties
Lowest unoccupied orbital energy = 0.196 eV
Maximum force = 3.509 eV Å⁻¹
Kohn-Sham gap = 8.0593 eV

Löwdin atomic charge list, values in e, 5 entries:
1. O -0.340
2. V 0.871
3. O -0.342
4. O -0.379
5. H -0.045